Entry 1:
3 unconnected molecules or ions with the total composition C19H39NO10S. Source: the Open Molecules 2025 dataset; level of theory: ωB97M-V/def2-TZVPD.

Values from the calculation:
E_LUMO: -0.041 Ha
frontier orbital gap: 7.963 eV
SMILES string: COCCCCOC(=O)ON=C=S.COCCOCCOC.COCCOCCOC
relative energy (zero: lowest compared OMol25 entry of this formula, charge and spin): 5.83 kcal/mol

Geometry (Å):
C1 -4.231 -0.367 -7.237
O1 -5.295 0.019 -6.388
C2 -5.520 -0.846 -5.299
C3 -4.270 -1.228 -4.488
C4 -4.603 -1.346 -2.998
C5 -3.358 -1.411 -2.120
O2 -2.290 -2.165 -2.739
C6 -2.455 -3.485 -2.770
O3 -2.328 -4.174 -3.721
O4 -2.679 -3.984 -1.489
N1 -3.895 -4.729 -1.483
C7 -4.499 -4.651 -0.417
S1 -5.319 -4.601 0.887
H1 -3.286 0.078 -6.913
H2 -4.456 0.017 -8.231
H3 -4.112 -1.452 -7.283
H4 -6.226 -0.336 -4.641
H5 -6.021 -1.762 -5.640
H6 -3.477 -0.491 -4.617
H7 -3.912 -2.196 -4.837
H8 -5.264 -2.194 -2.808
H9 -5.132 -0.437 -2.700
H10 -2.956 -0.410 -1.981
H11 -3.573 -1.813 -1.131
C8 -0.215 -4.288 2.578
O5 0.547 -3.948 1.442
C9 -0.174 -3.351 0.381
C10 0.477 -2.089 -0.143
O6 0.509 -0.991 0.753
C11 1.354 -1.030 1.890
C12 2.842 -0.973 1.619
O7 3.326 -2.129 0.962
C13 4.154 -1.890 -0.154
H12 -0.629 -5.299 2.490
H13 0.446 -4.259 3.444
H14 -1.033 -3.580 2.743
H15 -1.205 -3.133 0.680
H16 -0.213 -4.067 -0.449
H17 -0.149 -1.747 -0.973
H18 1.463 -2.301 -0.558
H19 1.101 -1.865 2.547
H20 1.112 -0.114 2.438
H21 3.344 -0.895 2.593
H22 3.076 -0.067 1.049
H23 3.852 -0.988 -0.696
H24 4.060 -2.743 -0.827
H25 5.204 -1.794 0.143
C14 0.825 4.273 0.713
O8 1.146 4.264 2.086
C15 1.288 2.984 2.669
C16 2.562 2.832 3.474
O9 3.769 2.877 2.735
C17 4.204 4.096 2.159
C18 4.664 5.162 3.131
O10 3.613 5.669 3.931
C19 3.883 5.744 5.313
H26 -0.259 4.249 0.559
H27 1.215 5.198 0.285
H28 1.279 3.429 0.185
H29 1.249 2.200 1.904
H30 0.445 2.826 3.354
H31 2.537 1.822 3.895
H32 2.577 3.524 4.318
H33 3.468 4.497 1.460
H34 5.085 3.820 1.573
H35 5.072 5.987 2.534
H36 5.473 4.763 3.753
H37 4.529 4.925 5.644
H38 2.932 5.666 5.842
H39 4.350 6.698 5.576

Entry 2:
7 unconnected molecules or ions with the total composition C19H39NO19S4. Source: the Open Molecules 2025 dataset; level of theory: ωB97M-V/def2-TZVPD.

Values from the calculation:
spin multiplicity: 2
E_LUMO (spin up / spin down): -0.092 / -0.315 Ha
frontier orbital gap (spin up / spin down): 9.250 / 3.182 eV
charge: +1

Geometry (Å):
C1 1.972 0.627 -5.265
C2 2.403 0.019 -6.561
O1 2.383 -1.221 -6.596
N1 2.778 0.883 -7.528
C3 3.167 0.552 -8.912
H1 0.955 0.290 -5.061
H2 1.956 1.716 -5.241
H3 2.615 0.296 -4.449
H4 2.566 1.859 -7.381
H5 2.697 1.285 -9.568
H6 2.747 -0.452 -8.983
H7 4.253 0.575 -9.001
C4 -2.204 -1.062 3.829
C5 -1.296 -2.288 3.501
O2 -2.277 -3.338 3.341
S1 -3.508 -3.226 4.417
O3 -3.286 -3.924 5.671
O4 -4.812 -3.504 3.751
O5 -3.302 -1.605 4.509
H8 -2.661 -0.778 2.881
H9 -1.672 -0.275 4.364
H10 -0.593 -2.618 4.266
H11 -0.915 -2.148 2.489
C6 4.773 -0.511 3.107
C7 4.854 0.651 4.140
O6 3.512 1.088 4.212
S2 2.456 -0.197 4.148
O7 1.113 0.207 3.627
O8 2.542 -1.033 5.373
O9 3.488 -0.947 3.021
H12 5.492 -1.261 3.436
H13 5.002 -0.283 2.066
H14 5.566 1.409 3.811
H15 5.054 0.235 5.127
C8 -3.775 -4.266 0.446
C9 -3.236 -2.864 0.283
O10 -3.892 -2.327 -0.822
S3 -3.947 -3.446 -2.029
O11 -2.583 -3.645 -2.571
O12 -5.079 -3.126 -2.825
O13 -4.317 -4.537 -0.769
H16 -4.482 -4.312 1.274
H17 -2.927 -4.929 0.618
H18 -2.150 -2.923 0.206
H19 -3.405 -2.340 1.223
C10 -5.235 1.715 1.759
C11 -5.425 2.745 0.626
O14 -4.168 2.686 -0.037
S4 -3.412 1.191 0.006
O15 -2.058 1.220 0.486
O16 -3.713 0.540 -1.270
O17 -4.474 0.669 1.241
H20 -6.245 1.327 1.895
H21 -4.776 1.987 2.710
H22 -5.453 3.794 0.921
H23 -6.056 2.445 -0.210
C12 2.195 -0.782 -0.562
C13 1.488 -0.448 -1.842
C14 0.017 -0.835 -1.579
O18 -0.030 -1.219 -0.174
C15 1.095 -0.747 0.558
H24 3.080 -0.201 -0.303
H25 2.531 -1.818 -0.527
H26 1.896 -0.899 -2.746
H27 1.567 0.639 -1.824
H28 -0.178 -1.583 -2.348
H29 -0.618 0.050 -1.622
H30 1.314 -1.467 1.345
H31 0.795 0.235 0.925
C16 1.335 4.002 1.033
C17 1.941 4.258 -0.347
C18 3.009 3.230 -0.342
O19 3.354 2.982 1.029
C19 2.181 3.067 1.834
H32 0.371 3.513 0.889
H33 1.136 4.879 1.649
H34 2.464 5.214 -0.384
H35 1.259 3.918 -1.126
H36 3.878 3.388 -0.981
H37 2.715 2.387 -0.968
H38 2.557 3.486 2.767
H39 1.638 2.129 1.943

Entry 3:
A molecular structure, C19H39O9PbS4. Source: the Open Molecules 2025 dataset; level of theory: ωB97M-V/def2-TZVPD.

Values from the calculation:
E_LUMO: -0.185 Ha
frontier orbital gap: 7.042 eV
charge: +1
relative energy (zero: lowest compared OMol25 entry of this formula, charge and spin): 19.36 kcal/mol

Geometry (Å):
Pb1 0.720 1.176 -3.782
C1 -2.424 1.172 -0.108
C2 -1.346 0.586 -0.990
C3 -1.709 -0.780 -1.659
O1 -0.867 1.456 -1.979
H1 -2.076 2.120 0.294
H2 -2.808 0.457 0.619
H3 -3.306 1.373 -0.724
H4 -0.564 0.258 -0.287
H5 -1.717 -1.498 -0.838
H6 -1.029 -1.149 -2.429
H7 -2.668 -0.587 -2.143
C4 4.185 -1.847 -0.934
C5 3.085 -2.524 -0.144
C6 1.900 -1.582 -0.065
S1 2.624 0.078 -0.204
O2 2.383 0.858 1.017
O3 2.166 0.715 -1.451
C7 4.289 -0.500 -0.204
H8 3.893 -1.690 -1.974
H9 5.124 -2.392 -0.860
H10 3.560 -2.780 0.803
H11 2.622 -3.431 -0.537
H12 1.619 -1.556 0.990
H13 1.034 -1.616 -0.721
H14 4.580 -0.576 0.843
H15 4.876 0.300 -0.657
C8 -2.713 -4.259 -2.292
C9 -1.244 -4.375 -2.101
C10 -0.788 -5.567 -2.996
S2 -2.204 -6.719 -3.178
O4 -1.947 -7.990 -2.534
O5 -2.670 -6.589 -4.552
C11 -3.334 -5.645 -2.140
H16 -2.829 -4.003 -3.350
H17 -3.202 -3.540 -1.637
H18 -1.123 -4.485 -1.018
H19 -0.642 -3.500 -2.347
H20 0.173 -5.993 -2.712
H21 -0.553 -5.145 -3.974
H22 -3.140 -5.919 -1.103
H23 -4.288 -5.857 -2.613
C12 0.380 2.400 5.300
C13 0.409 2.059 3.750
C14 -0.727 1.128 3.334
S3 -1.081 0.147 4.817
O6 -0.050 -0.809 5.099
O7 -2.491 -0.200 4.855
C15 -0.856 1.657 5.812
H24 0.206 3.473 5.372
H25 1.328 2.139 5.759
H26 1.343 1.531 3.548
H27 0.516 2.956 3.140
H28 -0.722 0.524 2.427
H29 -1.619 1.746 3.203
H30 -0.629 1.230 6.792
H31 -1.708 2.324 5.917
C16 -0.313 4.419 0.203
C17 -0.202 5.777 -0.567
C18 0.376 5.522 -1.944
S4 1.714 4.315 -1.657
O8 2.956 5.038 -1.469
O9 1.592 3.229 -2.668
C19 1.030 3.733 -0.031
H32 -1.236 4.071 -0.258
H33 -0.464 4.555 1.273
H34 0.620 6.318 -0.089
H35 -1.134 6.321 -0.700
H36 0.830 6.360 -2.468
H37 -0.293 4.940 -2.581
H38 1.799 3.960 0.703
H39 0.783 2.684 -0.199